# 1
13
Properties=species:S:1:pos:R:3:forces:R:3 method="wB97M-V/def2-TZVPD" molar_mass_da=356.95 multiplicity=1 orbital_gap_ev=8.255 e_above_lowest_kj_mol=70.53
C 0.22569 1.66439 -0.06050 -1.743 2.316 0.693
C 0.80280 0.68346 -0.97624 1.728 0.242 -2.280
C 0.44972 0.29446 0.38527 0.495 -2.038 0.768
N -0.66601 -0.48338 0.59225 -1.219 -1.394 0.381
O -2.13607 -2.54617 1.26487 5.179 1.640 -2.508
S -0.71753 -2.19018 0.56386 -4.530 -0.893 1.868
I 2.18588 -0.27943 1.76769 -0.889 0.561 -0.852
I -1.02130 -2.45366 -1.88454 0.002 -0.086 0.160
H 0.68701 2.56946 0.33785 0.314 -0.570 0.009
H -0.88695 1.82411 -0.20660 1.434 -0.101 -0.052
H 0.48147 0.59564 -2.00929 -1.519 -0.964 0.527
H 1.83815 0.55987 -1.13553 1.508 0.883 0.424
H -1.24287 -0.23858 1.36091 -0.762 0.404 0.862

***

# 2
11
Properties=species:S:1:pos:R:3:forces:R:3 method="wB97M-V/def2-TZVPD" charge=-1 molar_mass_da=158.04 multiplicity=1 orbital_gap_ev=6.657 e_above_lowest_kj_mol=240.67
Br 3.50436 -1.30836 -2.54709 -0.073 0.030 0.011
C 0.62736 -0.31436 -0.55309 -2.849 -1.687 -1.047
S -0.59164 -0.84536 0.69291 0.625 1.311 -0.202
O 0.17336 -0.95636 1.97791 -0.523 -0.028 -0.358
C -1.47064 0.75364 0.74791 14.623 0.160 -7.298
H 1.45536 0.04364 -0.09209 2.050 2.471 1.598
H 0.15736 0.16064 -1.42109 0.337 0.359 0.492
H 1.11136 -1.17636 -0.91809 0.115 -1.640 -0.834
H -1.99864 1.11464 0.01791 -2.813 0.495 -5.958
H -0.86564 1.72364 0.78391 0.315 -1.670 0.870
H -2.10264 0.80464 1.31091 -11.808 0.199 12.726

***

# 3
8
Properties=species:S:1:pos:R:3:forces:R:3 method="wB97M-V/def2-TZVPD" charge=-1 molar_mass_da=75.05 multiplicity=1 orbital_gap_ev=8.809 e_above_lowest_kj_mol=393.20
C -1.58255 -1.72278 -1.04018 0.229 0.116 -0.145
N -0.54891 -1.63291 -0.49140 -1.173 -0.133 -0.170
N 0.91037 1.18520 0.57520 -1.232 1.264 0.351
O -0.17830 1.60655 -0.38992 0.223 -0.186 1.478
O 0.49451 -1.54609 0.19998 0.927 -0.178 0.218
H 1.02926 0.29905 0.14600 0.838 -1.544 0.510
H -0.70268 0.80058 -0.59834 0.428 0.343 0.394
H 0.57829 1.01039 1.59868 -0.240 0.318 -2.636

***

# 4
19
Properties=species:S:1:pos:R:3:forces:R:3 method="wB97M-V/def2-TZVPD" molar_mass_da=100.16 multiplicity=1 orbital_gap_ev=12.037 e_above_lowest_kj_mol=112.13
C -2.45066 -0.80945 0.35796 0.037 0.036 0.053
C -1.10645 -1.02866 -0.34270 0.104 -0.133 -0.042
C 0.12776 -0.41313 0.35352 0.537 -0.784 0.249
C 1.22384 0.11684 -0.56717 -0.161 0.552 -0.568
C 2.42011 0.69321 0.19373 -0.025 0.126 -0.135
C -0.64726 1.92632 -0.53737 -0.502 1.817 0.536
O -0.17933 2.78630 0.03973 -0.381 -0.685 -0.447
H -3.25057 -1.36786 -0.14506 0.188 0.114 0.074
H -2.42394 -1.14723 1.40026 0.043 0.050 -0.123
H -2.73670 0.24914 0.35469 0.088 -0.157 0.022
H -0.91921 -2.10514 -0.40473 -0.138 0.030 -0.147
H -1.18943 -0.67093 -1.37794 0.111 0.027 0.209
H -0.13022 0.21231 1.22280 0.072 0.167 -0.491
H 1.51067 -0.72520 -1.21252 0.099 0.203 0.084
H 0.74688 -1.20889 0.76463 -0.570 -0.513 0.771
H 3.26270 0.83774 -0.48746 -0.037 0.072 0.105
H 2.78017 0.08326 1.03649 -0.298 -0.044 -0.313
H 2.14119 1.67073 0.60306 0.133 -0.092 0.004
H 0.82048 0.90064 -1.25195 0.699 -0.787 0.158

***

# 5
23
Properties=species:S:1:pos:R:3:forces:R:3 method="wB97M-V/def2-TZVPD" charge=+1 molar_mass_da=136.18 multiplicity=3 orbital_gap_ev="4.298 / 6.844" s2=2.0055
C -1.18858 0.93694 0.24008 0.695 1.698 1.474
C 0.46299 0.80439 0.11291 -3.855 1.006 3.072
C 0.05882 -2.16192 0.34625 1.284 -2.940 -1.692
N -1.47758 2.37631 0.07690 0.396 -0.778 -0.252
N 0.84103 2.24577 0.25430 1.818 0.889 -3.610
N 0.99237 0.32664 -1.09107 -1.113 -1.645 -0.522
N 1.30363 -2.55212 0.54295 5.469 -1.574 -0.795
N -0.57448 -2.66373 -0.71570 -3.961 0.718 -2.810
O -0.51221 -1.30540 1.07857 -2.678 2.826 3.616
H -1.87540 0.46324 -0.40929 0.274 -1.376 -1.276
H -1.59971 0.65835 1.23544 1.066 0.065 -0.505
H -1.54793 2.47090 -0.92886 -1.055 1.095 0.275
H -2.22739 2.62450 0.68484 -0.932 0.591 -0.525
H 1.75864 2.30654 0.64142 0.652 0.456 0.934
H 1.04334 2.42266 -0.80046 -0.363 0.260 1.903
H 1.84882 -0.20377 -0.87089 -0.702 -0.189 -0.769
H 0.22484 -0.24354 -1.59147 2.174 0.731 0.911
H 1.77456 -2.62463 1.39556 -0.220 0.448 2.303
H 1.81734 -3.30558 0.04066 -1.465 1.035 -0.493
H -0.22354 -3.53233 -1.09128 -0.737 -0.380 0.159
H 0.03141 2.92780 0.50464 0.315 -1.252 0.034
H -1.61256 -2.39217 -0.80471 2.309 -1.163 -0.008
H 0.68162 0.42114 1.14922 0.629 -0.521 -1.424

***

# 6
6
Properties=species:S:1:pos:R:3:forces:R:3 method="wB97M-V/def2-TZVPD" molar_mass_da=174.01 multiplicity=3 orbital_gap_ev="8.696 / 7.099" e_above_lowest_kj_mol=0.00 s2=2.0087
C 1.34049 0.47445 0.38683 1.908 1.689 0.314
S -1.57775 -1.08139 -0.42437 2.249 -0.327 -2.600
I 2.27983 -0.35354 -1.20919 -0.260 -0.105 0.109
H 1.89776 1.25843 0.92500 -0.215 -0.444 -0.596
H 0.53319 0.08476 0.91319 -1.250 -1.033 0.239
H -2.43095 -0.99700 0.47263 -2.432 0.219 2.534

***

# 7
50
Properties=species:S:1:pos:R:3:forces:R:3 method="wB97M-V/def2-TZVPD" smiles="COc1ccc(C(=O)O[C@H](C)C(=O)Nc2cc(C(F)(F)F)ccc2Cl)c(OC)c1OC" molar_mass_da=461.82 multiplicity=1 orbital_gap_ev=9.523 e_above_lowest_kj_mol=19.66
C -6.57198 -0.27512 -0.81982 -0.219 0.031 -0.186
H -6.89899 0.76818 -0.84839 0.025 -0.035 -0.007
H -6.33826 -0.61489 -1.83336 -0.003 0.032 0.041
H -7.36955 -0.89135 -0.40784 0.033 0.063 -0.071
O -5.47676 -0.44827 0.04883 0.407 0.049 0.278
C -4.33133 0.23558 -0.19656 0.158 0.069 0.026
C -4.14569 1.08379 -1.28099 -0.274 -0.159 0.034
C -2.94462 1.74454 -1.43404 0.271 -0.019 0.286
C -1.93410 1.60984 -0.49727 -0.114 -0.130 0.047
C -2.09122 0.73654 0.59661 -0.104 0.106 -0.201
C -3.28876 0.02941 0.73292 -0.077 -0.256 0.171
O -3.47812 -0.83247 1.79357 -0.090 0.566 -0.267
C -3.64386 -2.20006 1.45609 0.016 -0.319 -0.060
H -3.72580 -2.72421 2.40632 0.013 -0.061 -0.052
H -4.54871 -2.36462 0.86944 0.082 0.009 0.057
H -2.77641 -2.57673 0.90304 -0.012 0.037 0.038
O -0.99877 0.62612 1.40451 -0.286 -0.052 -0.300
C -1.01854 -0.12761 2.60374 0.063 -0.201 0.467
H -1.04253 -1.20072 2.40201 -0.014 0.065 0.018
H -0.08476 0.12242 3.10904 -0.044 -0.023 -0.032
H -1.86403 0.14570 3.23369 0.109 -0.020 -0.035
C -0.65476 2.32539 -0.73936 -0.038 -0.121 -0.191
O -0.09582 2.34530 -1.80561 -0.010 0.053 0.069
O -0.19014 2.92817 0.36793 -0.172 0.183 0.160
C 1.13306 3.47603 0.32134 0.472 0.435 -0.346
C 1.26039 4.68751 -0.59100 -0.084 -0.262 0.097
H 1.08012 4.39716 -1.62212 0.047 0.054 0.007
H 0.54677 5.45298 -0.29675 -0.037 0.065 0.066
H 2.27013 5.07931 -0.51270 0.056 0.060 0.021
H 1.32938 3.76437 1.36208 -0.038 -0.091 -0.190
C 2.14823 2.38010 -0.06192 -0.359 0.117 0.177
O 3.13078 2.58953 -0.72144 0.026 0.140 -0.260
N 1.79838 1.17552 0.48584 -0.315 -0.091 0.364
C 2.36356 -0.06832 0.20264 0.357 -0.263 -0.199
C 1.50012 -1.11847 -0.09729 0.214 -0.137 -0.042
C 1.99062 -2.38599 -0.35915 -0.008 0.011 0.087
C 3.35927 -2.62605 -0.35658 -0.219 0.062 0.010
C 4.22211 -1.59336 -0.04507 -0.046 0.046 -0.028
C 3.73768 -0.32667 0.25768 -0.280 -0.111 -0.085
Cl 4.84250 0.88242 0.76717 0.273 -0.058 0.243
H 5.28538 -1.76726 -0.01008 0.110 0.016 0.017
H 3.73964 -3.61110 -0.57498 0.051 -0.082 0.000
C 1.01982 -3.48779 -0.67041 -0.208 -0.173 -0.127
F 0.69854 -3.54463 -1.97550 0.089 0.129 -0.163
F 1.48348 -4.70262 -0.34549 0.273 -0.072 0.090
F -0.14712 -3.34151 -0.01179 -0.097 0.195 0.165
H 0.43757 -0.93045 -0.12410 -0.110 0.044 -0.014
H 0.85387 1.11950 0.85978 0.188 0.061 -0.034
H -2.78158 2.39154 -2.28131 0.027 0.052 -0.095
H -4.92730 1.23067 -2.00703 -0.105 -0.012 -0.049

***

| no. | strongest force on any atom (Eh/bohr) |
| --- | --- |
| 1 | 0.116 |
| 2 | 0.338 |
| 3 | 0.052 |
| 4 | 0.038 |
| 5 | 0.112 |
| 6 | 0.068 |
| 7 | 0.014 |